Entry 1:
# C29H45BO2P2Re

C29H45BO2P2Re as an isolated structure (ωB97M-V with the def2-TZVPD basis set, the Open Molecules 2025 dataset).

The geometry in XYZ format:
```
80
Properties=species:S:1:pos:R:3:lowdin_spin:R:1
Re -0.9072 0.3504 1.6869 1.140
C -0.8855 -1.1600 3.1126 0.059
C -1.2728 0.0740 3.7540 0.029
C -2.8051 -0.3631 2.0485 0.061
C -1.8746 -1.4700 2.1288 0.053
C -2.4301 0.5725 3.0746 0.047
C 0.2109 -2.0829 3.5341 0.033
H 0.9587 -1.5413 4.1103 0.001
H 0.7164 -2.5227 2.6668 0.004
H -0.1572 -2.9017 4.1583 0.007
C -2.0089 -2.8048 1.4799 0.009
H -1.8196 -3.6530 2.1469 0.001
H -1.2771 -2.9440 0.6958 0.003
H -2.9817 -2.9462 1.0022 0.001
C -4.1112 -0.1894 1.3389 0.017
H -4.9972 -0.2079 2.0068 0.005
H -4.2520 -0.9266 0.5434 0.000
H -4.1047 0.8033 0.8674 0.003
C -3.2899 1.6974 3.5611 0.008
H -3.9286 1.4106 4.4194 0.002
H -3.9586 2.0501 2.7619 0.001
H -2.6532 2.5089 3.9348 0.001
C -0.8743 0.6151 5.0908 0.002
H -1.7087 0.5558 5.8053 0.000
H -0.6006 1.6704 5.0201 0.000
H -0.0222 0.0886 5.5230 0.001
C 3.6626 -1.5174 -2.2486 0.340
C 3.4538 -1.1981 -0.9238 0.106
C 2.1546 -1.4723 -0.2637 0.036
C 0.9881 -0.6193 -0.8090 0.153
C 0.8822 0.0804 -2.2270 -0.006
C 1.6357 0.7475 -3.1625 0.060
C 2.8662 0.2036 -3.8856 0.029
C 2.9221 -1.2522 -3.4943 0.051
H 2.2067 -1.3302 0.8532 0.009
H 0.4764 -0.2200 0.2339 0.064
H 1.8623 -2.5603 -0.4171 -0.004
H 3.2937 -1.8316 -4.3576 0.000
H 4.6212 -2.0723 -2.4676 0.014
H 4.3241 -1.2981 -0.2554 -0.001
H 1.8891 -1.6133 -3.4845 0.016
H 2.6850 0.3570 -4.9742 0.003
H 1.2404 1.6279 -3.7340 0.002
H 3.8241 0.7031 -3.6509 0.003
H 0.2996 -1.4783 -0.8522 0.001
H -0.2010 0.1869 -2.4871 0.000
P 2.9865 1.0692 -0.0188 0.262
C 4.3986 1.8544 -1.1101 0.013
C 3.4550 1.3358 1.7526 0.054
P -0.0849 1.9502 0.0649 0.067
C 1.7896 2.3807 -0.0862 0.081
C -0.1977 2.5323 1.7229 0.069
C -0.0685 3.4632 -1.2365 -0.009
H 4.1103 2.7648 -1.6574 0.001
H 4.6865 1.1447 -1.9054 0.003
H 5.2788 2.0913 -0.4910 0.001
H 4.2447 2.0984 1.9084 0.009
H 3.7611 0.3514 2.1288 0.003
H 2.5158 1.5922 2.3016 0.006
H 0.9320 3.8500 -1.5440 0.000
H -0.5475 4.3479 -0.8142 0.000
H -0.4930 3.2208 -2.2137 0.001
H 2.0493 2.8631 -1.0586 0.002
H 1.9594 3.1946 0.6723 0.009
H -1.0853 3.1305 1.8338 0.013
H 0.6860 3.0747 2.0579 0.003
H -0.2070 1.6643 2.4544 0.024
O -2.8780 0.0865 -1.2467 0.002
B -1.8133 -0.3425 -0.3609 0.022
O -1.4644 -1.6912 -0.8892 0.002
C -1.9503 -1.8017 -2.1634 0.000
C -1.7074 -2.8568 -3.0489 0.000
C -2.5879 -2.9208 -4.1470 0.000
C -3.5125 -1.8797 -4.3385 0.000
C -3.6165 -0.7547 -3.4964 0.000
C -2.8675 -0.7621 -2.3376 0.000
H -0.8792 -3.5610 -2.8656 0.000
H -2.5272 -3.7819 -4.8288 0.000
H -4.1555 -1.9312 -5.2123 0.000
H -4.2623 0.0961 -3.6915 0.000
```

As for the energy relative to the best compared isomer or geometry (same formula, charge and spin): 125.4 kcal per mole. As for the net charge: +2. Its orbital gap (alpha / beta) is 5.283 / 5.029 eV. Its expectation value of S² is 3.80. The value obtained for the HOMO energy (alpha / beta) is -12.1 / -13.2 eV. As for the spin multiplicity: 4.

---

Entry 2:
# C29H45BO2P2Ti

C29H45BO2P2Ti as an isolated structure (ωB97M-V with the def2-TZVPD basis set, the Open Molecules 2025 dataset).

The geometry in XYZ format:
```
80
Properties=species:S:1:pos:R:3:lowdin_spin:R:1
Ti -0.5823 1.2435 1.2338 0.779
C 0.0820 2.5817 -0.3883 0.003
C -1.3348 2.6940 -0.0920 0.005
C -0.1175 3.2166 1.8469 0.018
C 0.8193 2.9134 0.7971 0.002
C -1.4595 3.1018 1.3024 0.041
C 0.6903 2.6340 -1.7612 0.001
H -0.0646 2.6125 -2.5599 0.000
H 1.4302 1.8443 -1.9471 0.000
H 1.2454 3.5795 -1.8931 0.000
C 2.2552 3.3290 0.7578 0.000
H 2.4705 3.9279 -0.1442 0.000
H 2.9188 2.4592 0.7468 0.000
H 2.5218 3.9556 1.6203 0.000
C 0.2862 3.5960 3.2345 0.002
H -0.5647 3.9660 3.8104 0.000
H 1.0592 4.3771 3.2531 0.001
H 0.7039 2.7191 3.7477 0.001
C -2.7353 3.3658 2.0192 0.024
H -2.6032 4.1707 2.7603 0.003
H -3.0673 2.4598 2.5514 0.008
H -3.5348 3.6756 1.3354 0.001
C -2.4306 2.7415 -1.0993 -0.003
H -3.1904 3.4776 -0.7949 0.000
H -2.9350 1.7728 -1.2116 0.000
H -2.0621 3.0658 -2.0842 0.000
C 1.9952 -1.4481 -2.1361 0.000
C 1.6779 -0.8268 -3.2763 0.000
C 0.3278 -0.3235 -3.7402 0.000
C -0.6844 -1.4631 -3.9308 0.002
C -1.5724 -1.7562 -2.6932 0.002
C -1.3998 -0.7910 -1.5289 0.015
C 0.0120 -0.5146 -0.9607 0.007
C 1.0440 -1.6209 -0.9800 0.000
H 0.4905 0.2034 -4.6918 0.000
H -0.1894 -2.3898 -4.2651 0.000
H -0.1147 0.4045 -3.0405 0.000
H 0.5365 -2.6140 -0.9625 0.000
H 2.9701 -1.9362 -2.0379 0.000
H 2.4144 -0.7585 -4.0910 0.000
H 1.6109 -1.4802 -0.0368 0.000
H 0.4300 0.3719 -1.4704 0.001
H -1.9117 0.1710 -1.7667 0.000
H 0.0258 -0.1959 0.1461 0.002
H -1.3541 -1.1770 -4.7565 0.000
H -2.6278 -1.6745 -3.0309 0.000
P -1.4823 -3.3977 -1.9174 0.001
C -0.2206 -4.5277 -2.6255 0.000
C -3.0181 -4.1430 -2.6000 0.000
P -2.1406 -1.4039 0.1855 0.040
C -1.8186 -3.1981 -0.1902 0.002
C -3.9384 -1.2712 0.0023 0.008
C -1.6588 -1.3066 1.9267 0.022
H 0.3318 -5.0671 -1.8359 0.000
H 0.5047 -4.0544 -3.3002 0.000
H -0.7536 -5.2924 -3.2317 0.000
H -2.9500 -5.2352 -2.4798 0.000
H -3.0992 -3.9089 -3.6748 0.000
H -3.9004 -3.7525 -2.0653 0.000
H -1.6484 -2.3440 2.2982 0.003
H -2.4460 -0.7630 2.4696 0.004
H -0.6584 -0.8652 2.1424 0.001
H -1.0064 -3.6090 0.4246 0.000
H -2.7249 -3.7793 0.0576 0.000
H -4.3078 -0.7062 0.8630 0.001
H -4.4359 -2.2496 -0.0024 0.002
H -4.2114 -0.7299 -0.9143 0.000
O 1.5640 0.1808 3.5396 0.000
B 1.4129 0.3836 2.1257 0.004
O 2.6997 0.2271 1.5321 -0.001
C 3.5842 0.0444 2.5482 0.000
C 4.9588 0.0971 2.5050 0.000
C 5.6651 0.1262 3.7233 0.000
C 4.9804 0.1217 4.9441 0.000
C 3.5715 0.1107 4.9579 0.000
C 2.8893 0.0361 3.7541 0.000
H 5.4797 0.1545 1.5524 0.000
H 6.7480 0.1463 3.7233 0.000
H 5.5253 0.1231 5.8865 0.000
H 3.0234 0.1922 5.8842 0.000
```

As for the energy relative to the best compared isomer or geometry (same formula, charge and spin): 108.1 kcal per mole. As for the net charge: +1. Its orbital gap (alpha / beta) is 5.073 / 5.028 eV. Its expectation value of S² is 0.76. The value obtained for the HOMO energy (alpha / beta) is -7.5 / -7.5 eV. As for the spin multiplicity: 2.

---

Entry 3:
# C29H45ClF9OOsP

C29H45ClF9OOsP as an isolated structure (ωB97M-V with the def2-TZVPD basis set, the Open Molecules 2025 dataset).

The geometry in XYZ format:
```
87
Properties=species:S:1:pos:R:3:lowdin_spin:R:1
Os -0.0329 -0.5415 1.6658 2.322
Cl 0.5876 -1.1810 3.8002 0.145
P -0.0204 0.1404 -0.5329 0.040
C -1.9100 -0.2120 1.6367 0.666
H -2.7873 -0.8682 1.5036 0.057
H -2.2396 0.8389 1.7418 0.055
C 1.8150 0.3993 -0.7482 -0.004
C -0.8842 1.7879 -0.7672 0.011
C 2.3476 0.4460 -2.1883 0.000
H 2.0045 1.3863 -0.2830 0.000
C 3.8465 0.7752 -2.1729 0.000
H 2.1895 -0.5279 -2.6738 0.000
H 1.8093 1.1935 -2.7897 0.000
C 4.6532 -0.1755 -1.2798 0.001
H 4.2339 0.7486 -3.1986 0.000
H 3.9700 1.8040 -1.8075 0.000
C 4.0551 -0.3268 0.1230 0.002
H 4.6943 -1.1641 -1.7567 0.000
H 5.6864 0.1800 -1.2023 0.000
C 2.5605 -0.6599 0.0657 0.018
H 4.5794 -1.1124 0.6800 0.000
H 4.1762 0.6076 0.6886 0.000
H 2.4291 -1.6393 -0.4216 0.001
H 2.1470 -0.7426 1.1068 0.010
C -0.6677 -0.9482 -1.9355 0.011
C -2.3866 1.6243 -1.0244 0.019
H -0.7810 2.2760 0.2159 0.000
C -3.0681 2.9907 -0.9166 0.002
H -2.5616 1.1990 -2.0221 0.000
H -2.8142 0.9221 -0.2983 0.013
C -2.4442 4.0149 -1.8676 0.001
H -4.1416 2.8875 -1.1151 0.000
H -2.9642 3.3487 0.1178 0.000
C -0.9244 4.1005 -1.7186 0.001
H -2.6881 3.7404 -2.9028 0.000
H -2.8855 5.0028 -1.6910 0.000
C -0.2404 2.7321 -1.7901 0.002
H -0.5008 4.7639 -2.4826 0.000
H -0.6796 4.5397 -0.7418 0.000
H -0.3292 2.3207 -2.8068 0.000
H 0.8328 2.8507 -1.5848 0.000
C 0.0730 -2.2841 -2.0536 0.002
H -1.7011 -1.1547 -1.6017 0.001
C -0.6414 -3.2433 -3.0137 0.000
H 1.1026 -2.1134 -2.4017 0.000
H 0.1468 -2.7656 -1.0757 0.001
C -0.8844 -2.6290 -4.3969 0.000
H -0.0485 -4.1613 -3.1120 0.000
H -1.6056 -3.5303 -2.5706 0.000
C -1.4768 -1.2164 -4.3237 0.001
H 0.0643 -2.5967 -4.9495 0.000
H -1.5589 -3.2766 -4.9691 0.000
C -0.7474 -0.3002 -3.3300 0.001
H -1.4600 -0.7539 -5.3185 0.000
H -2.5316 -1.2874 -4.0228 0.000
H 0.2701 -0.1019 -3.6998 0.000
H -1.2634 0.6663 -3.2968 0.000
C -0.0132 -3.0590 1.3829 0.283
C -1.3736 -2.5584 1.2813 -0.030
H 0.6817 -3.0326 0.5327 0.023
C -2.4179 -3.0903 2.2435 -0.002
H -1.7380 -2.2877 0.2803 0.009
C -1.8300 -3.4338 3.6141 0.003
H -3.2346 -2.3811 2.3989 0.002
H -2.8600 -3.9898 1.7807 -0.004
C -0.6913 -4.4527 3.4762 0.002
H -1.4351 -2.5252 4.0973 0.001
H -2.6281 -3.8336 4.2616 0.000
C 0.3889 -4.0598 2.4318 0.042
H -0.2257 -4.6088 4.4600 0.000
H -1.1357 -5.4124 3.1665 0.000
H 1.2747 -3.6947 2.9686 0.009
H 0.6964 -4.9913 1.9281 0.013
F 0.5278 3.9310 1.2307 0.001
C -0.0052 3.7153 2.4664 0.004
F 0.2307 4.8245 3.2034 0.002
F -1.3564 3.5992 2.2951 0.001
C 0.5432 2.3761 3.0745 0.034
O 0.4603 1.4032 2.1046 0.195
C 2.0507 2.6048 3.4385 0.006
F 2.2152 3.4561 4.4858 0.003
F 2.6242 1.4209 3.7551 0.001
F 2.7291 3.1043 2.3711 0.001
C -0.2706 2.1129 4.3911 0.005
F -0.6376 3.2698 5.0099 0.001
F -1.4046 1.4357 4.0934 0.010
F 0.4310 1.3837 5.2866 0.005
```

Its orbital gap (alpha / beta) is 5.945 / 7.383 eV. Its expectation value of S² is 6.04. The value obtained for the HOMO energy (alpha / beta) is -5.7 / -8.7 eV. As for the spin multiplicity: 5.

---

The records above yield max |F| values of 9.56, 6.17, 4.52 eV/Å, respectively.